No. 1
DFT (ωB97M-V with the def2-TZVPD basis set) results for C19H28N4O2 in the gas phase.

As for the electronic energy: -1110.309091 a.u. The calculation puts the relative energy (zero: lowest compared OMol25 entry of this formula, charge and spin) at 200.8 kJ/mol. As for the SMILES: CCN(CC)CCNC(=O)CCN1N=C(c2ccccc2)CCC1=O. The HOMO energy is -7.85 eV. The gap between HOMO and LUMO comes out at 7.992 eV. For the LUMO energy, the calculation gives 0.14 eV.

Last column: Löwdin charge in e.
CARTESIAN COORDINATES (ANGSTROEM)
1 C -5.613 -2.330 -0.422  -0.08
2 C -5.674 -0.872 -0.901  -0.25
3 N -4.534 -0.029 -0.626  -0.20
4 C -3.410 -0.105 -1.531  -0.23
5 C -2.431 -1.276 -1.356  -0.08
6 C -4.222 0.142 0.776  -0.18
7 C -3.630 1.523 1.084  -0.14
8 N -2.196 1.566 0.920  0.06
9 C -1.548 2.605 0.370  -0.52
10 O -2.094 3.599 -0.066  0.05
11 C -0.029 2.426 0.351  -0.06
12 C 0.410 1.214 -0.489  -0.10
13 N 1.325 0.340 0.227  -0.07
14 N 2.633 0.532 -0.066  0.16
15 C 3.519 -0.312 0.304  -0.22
16 C 4.904 -0.045 -0.077  -0.17
17 C 5.865 -1.056 -0.098  -0.04
18 C 7.165 -0.775 -0.473  -0.08
19 C 7.530 0.513 -0.827  -0.09
20 C 6.581 1.524 -0.815  -0.08
21 C 5.280 1.249 -0.446  -0.03
22 C 3.146 -1.550 1.079  -0.11
23 C 1.946 -1.226 1.963  -0.07
24 C 0.868 -0.496 1.192  -0.42
25 O -0.322 -0.597 1.447  0.05
26 H -4.857 -2.895 -0.959  0.05
27 H -6.576 -2.805 -0.592  0.07
28 H -5.390 -2.376 0.641  0.06
29 H -6.542 -0.395 -0.429  0.11
30 H -5.839 -0.858 -1.981  0.11
31 H -3.818 -0.137 -2.546  0.12
32 H -2.856 0.833 -1.435  0.10
33 H -2.924 -2.231 -1.521  0.05
34 H -1.994 -1.281 -0.361  0.05
35 H -1.629 -1.183 -2.086  0.07
36 H -5.162 0.055 1.325  0.12
37 H -3.534 -0.626 1.167  0.12
38 H -3.878 1.788 2.121  0.12
39 H -4.062 2.277 0.422  0.13
40 H -1.665 0.768 1.257  0.09
41 H 0.304 2.295 1.383  0.12
42 H 0.414 3.343 -0.035  0.12
43 H 0.935 1.536 -1.388  0.13
44 H -0.457 0.616 -0.776  0.10
45 H 5.596 -2.070 0.157  0.11
46 H 7.899 -1.568 -0.490  0.10
47 H 8.548 0.727 -1.114  0.10
48 H 6.860 2.529 -1.093  0.10
49 H 4.532 2.025 -0.430  0.11
50 H 2.886 -2.342 0.366  0.14
51 H 3.975 -1.901 1.692  0.12
52 H 2.253 -0.563 2.780  0.14
53 H 1.514 -2.123 2.407  0.13

Atomic forces in eV per Å
C 0.025 0.281 -0.151
C -0.088 -0.191 0.078
N -0.041 0.025 0.069
C 0.152 -0.041 -0.130
C -0.266 0.193 0.013
C 0.075 0.373 -0.115
C -0.252 0.005 0.107
N -0.181 -0.442 0.204
C 0.605 -0.049 0.150
O -0.185 0.355 -0.198
C -0.194 0.135 -0.134
C -0.187 0.056 0.026
N -0.467 -0.358 -0.085
N 1.030 0.232 -0.225
C -0.677 -0.242 0.246
C 0.607 0.229 -0.197
C -0.254 0.115 0.037
C 0.167 -0.002 -0.050
C 0.037 -0.066 -0.009
C 0.021 0.034 -0.030
C -0.031 -0.119 0.060
C -0.186 0.185 0.044
C -0.015 -0.078 -0.104
C 0.283 -0.208 0.245
O -0.147 -0.029 0.138
H 0.065 -0.100 -0.012
H -0.101 -0.104 0.020
H 0.016 -0.064 0.134
H -0.020 -0.053 -0.103
H -0.072 0.050 0.026
H 0.042 0.090 0.014
H 0.005 -0.039 -0.148
H 0.000 -0.112 -0.026
H 0.110 -0.037 0.084
H 0.136 -0.018 -0.051
H 0.050 -0.046 0.047
H -0.101 -0.056 0.081
H -0.044 0.033 -0.096
H -0.035 -0.094 0.121
H 0.103 0.147 -0.096
H 0.036 -0.011 -0.017
H -0.077 -0.024 0.062
H -0.078 -0.106 0.097
H 0.090 0.045 -0.022
H -0.034 -0.093 0.063
H 0.053 -0.058 -0.004
H 0.083 0.017 -0.017
H 0.014 0.085 -0.014
H -0.037 0.093 0.004
H 0.058 -0.030 0.031
H -0.007 -0.017 -0.108
H -0.036 -0.019 -0.028
H -0.048 0.128 -0.034


No. 2
DFT (ωB97M-V with the def2-TZVPD basis set) results for C19H28N4O6S2 in the gas phase.

As for the electronic energy: -2207.688196 a.u. As for the SMILES: CC(=O)OCC1=C(C(=O)O)N2C(=O)[C@@H](NC(=O)CS/C(=N/C(C)C)NC(C)C)[C@H]2SC1. The HOMO energy is -8.68 eV. The gap between HOMO and LUMO comes out at 9.033 eV. For the LUMO energy, the calculation gives 0.35 eV.

Last column: Löwdin charge in e.
CARTESIAN COORDINATES (ANGSTROEM)
1 C 5.537 -3.556 -1.200  0.03
2 C 5.056 -2.279 -1.830  -0.54
3 O 5.503 -1.182 -1.611  0.09
4 O 4.046 -2.521 -2.671  0.02
5 C 3.457 -1.417 -3.362  -0.09
6 C 2.203 -0.974 -2.667  -0.12
7 C 0.962 -1.078 -3.187  -0.07
8 C 0.588 -1.665 -4.494  -0.45
9 O 1.335 -2.207 -5.271  0.11
10 O -0.715 -1.512 -4.738  0.14
11 N -0.085 -0.529 -2.435  0.01
12 C -1.126 -1.019 -1.684  -0.40
13 O -1.717 -2.052 -1.703  0.14
14 C -1.284 0.339 -0.956  -0.15
15 N -1.102 0.334 0.454  0.09
16 C -0.308 -0.556 1.072  -0.55
17 O 0.232 -1.501 0.528  0.05
18 C -0.118 -0.256 2.550  -0.34
19 S -1.659 -0.158 3.511  1.02
20 C -2.117 1.552 3.317  -0.63
21 N -1.588 2.176 2.343  -0.02
22 C -1.802 3.574 2.048  -0.45
23 C -3.046 3.740 1.169  -0.05
24 C -0.556 4.079 1.321  -0.05
25 N -2.969 2.034 4.245  0.03
26 C -3.634 1.272 5.282  -0.47
27 C -3.882 2.186 6.478  -0.05
28 C -4.939 0.668 4.760  -0.05
29 C -0.072 0.783 -1.838  -0.44
30 S 1.518 1.194 -1.058  0.95
31 C 2.350 -0.428 -1.288  -0.36
32 H 5.469 -4.372 -1.912  0.09
33 H 4.894 -3.783 -0.351  0.09
34 H 6.557 -3.431 -0.847  0.09
35 H 4.179 -0.590 -3.380  0.14
36 H 3.238 -1.772 -4.370  0.12
37 H -0.953 -1.949 -5.571  0.14
38 H -2.211 0.858 -1.205  0.15
39 H -1.363 1.165 1.025  0.08
40 H 0.389 0.703 2.666  0.09
41 H 0.462 -1.056 3.008  0.08
42 H -1.933 4.161 2.972  0.13
43 H -3.927 3.325 1.656  0.07
44 H -2.901 3.219 0.225  0.07
45 H -3.222 4.792 0.964  0.08
46 H -0.380 3.490 0.424  0.06
47 H 0.315 3.986 1.964  0.08
48 H -0.679 5.122 1.044  0.08
49 H -3.360 2.947 4.061  0.13
50 H -2.957 0.463 5.573  0.10
51 H -4.565 2.990 6.208  0.08
52 H -4.322 1.621 7.294  0.08
53 H -2.947 2.623 6.822  0.08
54 H -5.626 1.453 4.452  0.08
55 H -5.413 0.076 5.538  0.08
56 H -4.736 0.022 3.910  0.07
57 H -0.292 1.585 -2.549  0.11
58 H 1.880 -1.105 -0.566  0.07
59 H 3.389 -0.249 -1.023  0.07

Atomic forces in eV per Å
C 0.036 0.121 -0.074
C 0.334 -0.055 0.192
O 0.060 0.077 0.049
O -0.316 -0.343 0.004
C 0.029 0.440 -0.578
C -0.323 -0.319 -0.348
C 0.353 -0.081 0.301
C 0.319 -0.173 -0.528
O 0.003 -0.099 0.004
O -0.557 0.111 0.062
N 0.383 0.185 -0.239
C -0.530 -0.180 0.033
O -0.073 -0.229 0.019
C 0.084 0.020 0.164
N -0.249 0.014 -0.238
C -0.113 0.351 0.266
O 0.170 -0.331 0.042
C -0.264 0.009 0.174
S 0.026 -0.289 0.218
C 0.428 -0.271 -0.255
N 0.099 0.247 -0.002
C -0.078 0.164 0.005
C 0.171 0.042 0.304
C -0.252 0.106 0.316
N -0.086 0.485 0.014
C -0.323 -0.164 0.206
C 0.212 -0.240 -0.126
C 0.298 -0.030 0.110
C 0.363 0.578 0.130
S 0.020 -0.014 -0.148
C -0.362 0.219 0.411
H -0.002 -0.084 0.004
H -0.053 -0.036 0.049
H -0.003 0.032 0.007
H -0.194 -0.138 -0.036
H 0.126 0.099 0.246
H 0.331 0.006 0.098
H 0.067 -0.060 -0.043
H 0.081 -0.308 -0.178
H 0.078 -0.048 -0.014
H -0.031 0.061 -0.077
H 0.017 -0.005 -0.074
H -0.114 -0.029 -0.004
H -0.003 -0.066 -0.125
H -0.070 0.107 -0.076
H 0.002 -0.077 -0.117
H 0.112 -0.010 0.022
H 0.040 0.145 -0.083
H 0.068 -0.040 -0.071
H -0.083 0.155 0.055
H -0.102 0.103 -0.021
H -0.097 -0.015 0.093
H 0.060 0.053 0.053
H -0.076 0.085 -0.032
H -0.123 -0.095 0.085
H -0.048 -0.071 -0.104
H -0.053 -0.074 0.069
H 0.219 0.017 -0.152
H -0.011 -0.054 -0.064